{
  "formula": "C5H4N2O",
  "method": "ωB97M-V/def2-TZVPD",
  "lumo_ev": -2.187,
  "e_above_lowest_ev": 4.049,
  "homo_energy_ev": -9.41,
  "total_charge": 0,
  "max_force_ev_per_a": 6.337,
  "species": ["O", "C", "C", "C", "C", "N", "C", "N", "H", "H", "H", "H"],
  "xyz": [[-2.56058, -0.89152, 2.23575], [-1.64974, -0.54765, 1.49751], [-0.22926, -0.82688, 1.11599], [0.55513, 0.15005, 0.38055], [1.69353, -0.06257, -0.55413], [1.56999, 0.60013, -1.69531], [0.17838, 1.17355, -1.64336], [-0.34786, 0.98003, -0.39728], [-1.96509, 0.31679, 0.66520], [0.26861, -1.61062, 1.55569], [2.52987, -0.68220, -0.40650], [-0.04298, 1.40089, -2.75410]],
  "nbo_charge": [-0.47, 0.36, -0.14, 0.11, 0.04, -0.42, 0.20, -0.48, 0.13, 0.21, 0.21, 0.25]
}

=====

{
  "formula": "C5H11NO2",
  "method": "ωB97M-V/def2-TZVPD",
  "lumo_ev": 0.724,
  "e_above_lowest_ev": 4.083,
  "homo_energy_ev": -8.50,
  "total_charge": 0,
  "max_force_ev_per_a": 3.965,
  "species": ["C", "N", "C", "C", "O", "C", "C", "O", "H", "H", "H", "H", "H", "H", "H", "H", "H", "H", "H"],
  "xyz": [[1.53381, -0.30763, 1.34658], [0.37860, 0.59331, 0.99485], [-0.43651, -0.00768, -0.07747], [-0.40595, -1.59070, -0.08376], [-0.61446, -2.07442, 1.27348], [-0.47419, 0.65129, -1.48616], [-0.64271, 2.14297, -1.27861], [-0.04862, 2.81734, -0.47868], [2.14134, -0.47985, 0.48999], [1.30109, -1.38310, 1.72290], [2.35904, 0.23292, 1.98513], [0.58929, 1.60049, 1.01761], [-1.62023, 0.18526, 0.22600], [0.55080, -2.18173, -0.40985], [-1.22321, -2.16626, -0.64698], [-1.25974, -1.49832, 1.63953], [-1.21081, 0.32055, -2.27813], [0.59597, 0.40058, -2.07570], [-1.51350, 2.74497, -1.88075]],
  "nbo_charge": [-0.45, -0.68, -0.05, -0.10, -0.73, -0.54, 0.45, -0.54, 0.16, 0.24, 0.21, 0.43, 0.16, 0.20, 0.20, 0.47, 0.24, 0.23, 0.11]
}

=====

{
  "formula": "C35H33ClN4RuS2Si2",
  "method": "ωB97M-V/def2-TZVPD",
  "lumo_ev": [-6.798, -8.816],
  "e_above_lowest_ev": 0.000,
  "s_squared": 6.0256,
  "homo_energy_ev": [-12.74, -12.74],
  "multiplicity": 5,
  "total_charge": 2,
  "max_force_ev_per_a": 3.792,
  "species": ["C", "C", "C", "H", "C", "C", "H", "H", "H", "H", "Ru", "Si", "C", "C", "H", "C", "H", "C", "H", "C", "H", "C", "H", "C", "C", "H", "C", "H", "C", "H", "C", "H", "C", "H", "H", "Si", "C", "C", "H", "C", "H", "C", "H", "C", "H", "C", "H", "C", "C", "H", "C", "H", "C", "H", "C", "H", "C", "H", "H", "Cl", "N", "C", "N", "C", "C", "S", "C", "C", "S", "C", "N", "N", "H", "H", "H", "H", "H", "H"],
  "xyz": [[2.15880, 1.88991, 4.78066], [2.54737, 1.98836, 3.41597], [1.35943, 2.22529, 2.62465], [3.57041, 2.03643, 3.04886], [0.21981, 2.15620, 3.53583], [0.75286, 1.96327, 4.86421], [0.16482, 1.96367, 5.78356], [2.84896, 1.81814, 5.62501], [1.33092, 2.57460, 1.60152], [-0.79714, 2.43865, 3.27765], [0.97457, 0.19525, 3.01978], [0.11939, -0.14364, 0.93166], [1.55164, -0.25850, -0.29530], [1.53112, -1.26697, -1.26210], [0.70059, -1.97391, -1.27803], [2.52460, -1.34819, -2.23559], [2.43973, -2.08572, -3.03290], [3.60456, -0.45470, -2.21146], [4.37138, -0.50744, -2.98605], [3.66941, 0.50545, -1.19714], [4.50885, 1.20051, -1.15046], [2.64334, 0.61081, -0.24723], [2.68131, 1.39534, 0.51661], [-1.06906, 1.23699, 0.46310], [-0.70693, 2.15132, -0.52932], [0.22646, 2.00588, -1.08278], [-1.53677, 3.24372, -0.80974], [-1.23902, 3.95379, -1.58438], [-2.73875, 3.41612, -0.11098], [-3.38604, 4.26578, -0.33683], [-3.11033, 2.48559, 0.87154], [-4.04049, 2.62004, 1.43110], [-2.29280, 1.37742, 1.12984], [-2.60795, 0.60313, 1.83898], [-0.66063, -1.38174, 0.89652], [-2.16012, -2.17087, -3.52755], [-3.37946, -0.81810, -3.80325], [-3.32559, -0.05643, -4.97809], [-2.61823, -0.32043, -5.76903], [-4.15392, 1.06065, -5.11909], [-4.08978, 1.66500, -6.02437], [-5.04699, 1.40900, -4.09917], [-5.66281, 2.30545, -4.18979], [-5.14935, 0.60325, -2.95688], [-5.87051, 0.84412, -2.17350], [-4.32190, -0.51211, -2.80955], [-4.40007, -1.13414, -1.91280], [-0.75394, -1.97619, -4.71264], [0.12858, -0.89639, -4.59047], [-0.01220, -0.15494, -3.79823], [1.20989, -0.77460, -5.46793], [1.90811, 0.05468, -5.34047], [1.40134, -1.71279, -6.49031], [2.26577, -1.62497, -7.15203], [0.48222, -2.75519, -6.65327], [0.60862, -3.46353, -7.47462], [-0.59055, -2.89301, -5.76623], [-1.30991, -3.70939, -5.87860], [-2.77416, -3.53234, -3.57652], [-1.69914, -2.09442, -1.51433], [4.44724, -0.32880, 2.59659], [3.86692, -0.96700, 3.62227], [2.55454, -1.06722, 3.85075], [2.27762, -1.77429, 5.01800], [3.42777, -2.23445, 5.64997], [4.86492, -1.74426, 4.83837], [0.91693, -1.72385, 5.43887], [0.27889, -2.18520, 6.58238], [-1.32545, -1.57520, 6.72869], [-1.09297, -0.69219, 5.23134], [0.09908, -0.91325, 4.65532], [-2.04060, 0.11746, 4.77294], [5.46342, -0.32257, 2.58314], [3.91656, -0.07951, 1.76504], [3.40995, -2.78702, 6.57788], [0.75892, -2.82671, 7.30773], [-2.89705, 0.19971, 5.32844], [-1.92697, 0.66125, 3.92428]],
  "lowdin_spin": [0.14, 0.19, 0.02, 0.01, 0.06, 0.24, 0.01, 0.00, 0.01, 0.01, 2.62, 0.15, 0.04, 0.01, 0.00, 0.00, 0.00, 0.01, 0.00, 0.00, 0.00, 0.02, 0.00, 0.03, 0.01, 0.00, 0.00, 0.00, 0.02, 0.00, 0.00, 0.00, 0.01, 0.00, 0.03, 0.00, 0.00, 0.00, 0.00, 0.00, 0.00, 0.00, 0.00, 0.00, 0.00, 0.00, 0.00, 0.00, 0.00, 0.00, 0.00, 0.00, 0.00, 0.00, 0.00, 0.00, 0.00, 0.00, 0.00, 0.00, 0.01, 0.02, 0.11, 0.01, 0.01, 0.01, 0.01, 0.01, 0.01, 0.02, 0.12, 0.01, 0.00, 0.00, 0.00, 0.00, 0.00, 0.00]
}

=====

{
  "formula": "C5H15N2",
  "method": "ωB97M-V/def2-TZVPD",
  "lumo_ev": -3.137,
  "e_above_lowest_ev": 2.122,
  "homo_energy_ev": -13.28,
  "total_charge": 1,
  "max_force_ev_per_a": 4.164,
  "species": ["C", "C", "N", "C", "C", "N", "C", "H", "H", "H", "H", "H", "H", "H", "H", "H", "H", "H", "H", "H", "H", "H"],
  "xyz": [[0.08982, -2.99455, -0.68594], [0.97108, -1.85174, -0.59679], [0.01951, -0.58727, -0.64313], [0.58301, 0.70179, -0.88715], [0.78539, 1.32055, 0.46905], [-0.45782, 1.28269, 1.29460], [-1.62085, 2.25523, 1.10194], [0.35950, -3.88526, -0.15709], [-0.01089, -3.28883, -1.80102], [-0.95913, -2.70719, -0.40000], [1.71251, -1.79878, -1.49600], [1.58629, -1.83377, 0.35592], [-0.80491, -0.69352, -1.28339], [1.63568, 0.68840, -1.44368], [0.00543, 1.18034, -1.68369], [1.17128, 2.34135, 0.18944], [1.63467, 0.79137, 0.95368], [-0.20150, 1.38543, 2.32787], [-0.73413, 0.26145, 1.15431], [-1.81551, 2.76874, 2.14658], [-2.52391, 1.70281, 0.82921], [-1.42549, 2.96074, 0.25528]],
  "nbo_charge": [-0.64, -0.21, -0.70, -0.26, -0.26, -0.55, -0.43, 0.24, 0.22, 0.22, 0.20, 0.20, 0.39, 0.22, 0.23, 0.24, 0.25, 0.45, 0.47, 0.25, 0.24, 0.25]
}

=====

{
  "formula": "C3H5N3",
  "method": "ωB97M-V/def2-TZVPD",
  "lumo_ev": 0.805,
  "e_above_lowest_ev": 1.021,
  "homo_energy_ev": -9.04,
  "total_charge": 0,
  "max_force_ev_per_a": 1.695,
  "species": ["H", "N", "C", "C", "N", "C", "N", "H", "H", "H", "H"],
  "xyz": [[2.64550, -1.12424, 0.15573], [2.09169, -0.28676, 0.07256], [0.83857, -0.40155, -0.08569], [0.14372, 0.92400, -0.23595], [-1.19342, 0.55940, 0.22395], [-1.23007, -0.80924, 0.22548], [-0.11052, -1.44171, 0.04982], [0.89105, 1.47856, 0.34829], [0.13203, 1.31625, -1.25822], [-2.03273, 1.10951, 0.09825], [-2.17582, -1.32421, 0.40577]],
  "nbo_charge": [0.35, -0.69, 0.42, -0.33, -0.60, 0.30, -0.53, 0.26, 0.21, 0.41, 0.20]
}

=====

{
  "formula": "C5H10O2",
  "method": "ωB97M-V/def2-TZVPD",
  "lumo_ev": 1.018,
  "e_above_lowest_ev": 1.299,
  "homo_energy_ev": -9.76,
  "total_charge": 0,
  "max_force_ev_per_a": 0.447,
  "species": ["C", "C", "O", "C", "C", "C", "O", "H", "H", "H", "H", "H", "H", "H", "H", "H", "H"],
  "xyz": [[-0.65618, -1.21986, 1.63375], [0.01851, -0.15813, 0.79891], [1.11683, -0.67322, 0.05708], [1.50554, 0.40424, -0.79169], [0.21213, 1.19202, -1.13985], [-0.84215, 0.43890, -0.32345], [-1.43494, -0.58343, -1.09831], [0.03889, -1.66024, 2.35383], [-1.06766, -2.00468, 0.99498], [-1.48300, -0.75850, 2.18615], [0.39836, 0.65281, 1.44617], [2.08906, -0.04778, -1.59980], [2.14551, 1.09685, -0.23530], [0.28891, 2.23005, -0.79686], [-0.05382, 1.21500, -2.19876], [-1.65359, 1.06424, 0.05663], [-0.69787, -1.14542, -1.38350]],
  "nbo_charge": [-0.62, 0.07, -0.53, -0.08, -0.47, 0.08, -0.71, 0.22, 0.22, 0.21, 0.16, 0.20, 0.17, 0.21, 0.23, 0.19, 0.47]
}

=====

{
  "formula": "C5H12N3",
  "method": "ωB97M-V/def2-TZVPD",
  "lumo_ev": -5.193,
  "e_above_lowest_ev": 4.944,
  "homo_energy_ev": -11.51,
  "total_charge": 1,
  "max_force_ev_per_a": 4.740,
  "species": ["C", "C", "C", "C", "C", "N", "N", "N", "H", "H", "H", "H", "H", "H", "H", "H", "H", "H", "H", "H"],
  "xyz": [[-0.32285, 0.15315, 0.47444], [3.13297, 1.08719, -0.29916], [1.84674, -0.81667, 0.65664], [-2.47620, 1.35493, 0.21870], [-2.18735, -1.03692, -0.49019], [2.69108, -0.12469, -0.27142], [0.47077, -0.82910, 0.19449], [-1.60279, 0.18607, 0.20239], [3.72499, 1.53368, -0.99290], [2.83239, 1.66094, 0.51056], [2.05704, -1.90155, 0.68572], [1.72109, -0.17047, 1.48967], [-3.25682, 1.20246, 1.11310], [-1.79978, 2.32041, 0.39136], [-2.93892, 1.58224, -0.69508], [-2.98374, -1.40992, 0.28395], [-2.76680, -0.68871, -1.43517], [-1.49611, -1.88746, -0.57046], [3.00210, -0.59693, -1.11512], [0.35219, -1.61864, -0.35152]],
  "nbo_charge": [0.15, 0.16, -0.09, -0.41, -0.47, -0.38, -0.61, -0.41, 0.23, 0.21, 0.24, 0.26, 0.22, 0.24, 0.21, 0.22, 0.23, 0.20, 0.43, 0.36]
}

=====

{
  "formula": "C2H11NO2",
  "method": "ωB97M-V/def2-TZVPD",
  "lumo_ev": 0.544,
  "e_above_lowest_ev": 0.480,
  "homo_energy_ev": -8.68,
  "total_charge": 0,
  "max_force_ev_per_a": 0.930,
  "species": ["C", "C", "N", "H", "H", "H", "H", "H", "H", "H", "O", "H", "H", "O", "H", "H"],
  "xyz": [[2.44091, 0.68466, -0.46896], [2.05717, -0.37385, 0.59117], [0.86504, -0.03489, 1.35147], [1.52328, 1.03731, -0.92990], [2.92398, 1.53320, 0.01306], [3.07254, 0.29657, -1.26402], [1.87653, -1.30297, 0.04189], [2.89399, -0.57482, 1.26090], [0.84330, 0.93997, 1.61399], [0.02745, -0.26344, 0.83060], [-1.59242, -1.20010, -0.89164], [-1.68276, -2.16154, -0.95464], [-2.47768, -0.82307, -0.80818], [-4.05599, 0.41260, -0.13436], [-4.96808, 0.55271, -0.40586], [-3.74727, 1.27765, 0.15449]],
  "nbo_charge": [-0.63, -0.21, -0.85, 0.20, 0.19, 0.21, 0.18, 0.18, 0.34, 0.38, -0.97, 0.47, 0.50, -0.95, 0.48, 0.48]
}

=====

What is the formula in the eighth record? C2H11NO2